Run P
{
  "formula": "C2H7NO4",
  "method": "ωB97M-V with the def2-TZVPD basis set",
  "homo_ev": -10.071,
  "homo_lumo_gap_ev": 10.68,
  "total_charge": 0,
  "smiles": "O=CNC=O.O.O",
  "symbols": ["O", "C", "N", "C", "O", "H", "H", "H", "O", "H", "H", "O", "H", "H"],
  "xyz": [[-0.91, 2.53, 0.05], [0.22, 2.22, -0.02], [0.60, 0.82, 0.10], [1.85, 0.30, -0.44], [2.95, 0.76, -0.70], [1.11, 2.89, -0.51], [-0.34, 0.34, 0.33], [1.77, -0.82, -0.41], [-2.08, -0.03, 1.11], [-2.86, -0.29, 1.61], [-2.12, 0.88, 0.80], [-0.19, -2.83, -0.67], [0.27, -3.28, 0.04], [-0.28, -3.49, -1.30]],
  "nbo_charge": [-0.577, 0.565, -0.724, 0.556, -0.551, 0.139, 0.461, 0.120, -0.981, 0.493, 0.496, -0.927, 0.466, 0.464]
}



Run Q
{
  "formula": "C2H7NO4",
  "method": "ωB97M-V with the def2-TZVPD basis set",
  "homo_ev": -9.707,
  "homo_lumo_gap_ev": 10.34,
  "total_charge": 0,
  "symbols": ["C", "C", "N", "O", "O", "H", "H", "H", "H", "H", "O", "O", "H", "H"],
  "xyz": [[1.37, -0.02, 0.19], [-0.01, 0.16, 0.76], [1.57, 0.47, -1.16], [-0.56, 1.34, 0.51], [-0.37, -0.49, 1.85], [-1.45, 1.36, 0.89], [0.92, 0.02, -1.79], [1.39, 1.47, -1.21], [1.60, -1.08, 0.24], [2.06, 0.49, 0.87], [-1.03, -1.18, -0.18], [-2.25, -0.56, -0.64], [-2.25, -0.80, -1.57], [-0.99, -1.18, 1.23]],
  "nbo_charge": [-0.309, 0.836, -0.811, -0.653, -0.752, 0.510, 0.363, 0.362, 0.225, 0.221, -0.491, -0.487, 0.463, 0.522]
}



Relative energy of each structure, in hartree: run P 0.0000; run Q 0.1148.



Run P
{
  "formula": "ClH2O3P",
  "method": "ωB97M-V with the def2-TZVPD basis set",
  "homo_ev": [-8.000, -8.000],
  "homo_lumo_gap_ev": [6.11, 6.11],
  "total_charge": 0,
  "symbols": ["O", "O", "O", "P", "Cl", "H", "H"],
  "xyz": [[-0.58, 0.30, -1.43], [-0.65, -1.22, 0.56], [1.65, 0.85, 0.91], [-0.23, -1.22, -0.89], [0.37, 1.10, 1.82], [-0.15, 0.51, -2.25], [-0.40, -0.31, 1.28]],
  "nbo_charge": [-0.954, -1.017, -0.900, 1.619, 0.325, 0.512, 0.415]
}



Run Q
{
  "formula": "ClH2O3P",
  "method": "ωB97M-V with the def2-TZVPD basis set",
  "homo_ev": -10.304,
  "homo_lumo_gap_ev": 9.93,
  "total_charge": 0,
  "smiles": "OP(O)OCl",
  "symbols": ["O", "P", "O", "O", "Cl", "H", "H"],
  "xyz": [[-0.47, -0.18, 0.51], [0.34, 1.22, 0.46], [0.29, 1.31, -1.11], [1.95, 0.69, 0.77], [2.77, -0.68, 0.05], [-0.91, -0.59, 1.22], [-0.22, 0.59, -1.45]],
  "nbo_charge": [-1.039, 1.631, -0.992, -0.822, 0.191, 0.521, 0.511]
}



Relative energy of each structure, in hartree: run P 0.1079; run Q 0.0000.



Run P
{
  "formula": "C2HBr2NO",
  "method": "ωB97M-V with the def2-TZVPD basis set",
  "homo_ev": -8.648,
  "homo_lumo_gap_ev": 7.90,
  "total_charge": 0,
  "symbols": ["C", "C", "N", "O", "Br", "Br", "H"],
  "xyz": [[-0.92, -0.67, -0.85], [0.95, 0.28, 1.26], [-0.90, 0.29, -0.12], [-0.80, -1.51, -1.65], [1.62, -1.32, 0.67], [1.56, 1.87, 0.50], [-1.51, 1.06, 0.21]],
  "nbo_charge": [0.882, -0.305, -0.775, -0.484, 0.126, 0.089, 0.467]
}



Run Q
{
  "formula": "C2HBr2NO",
  "method": "ωB97M-V with the def2-TZVPD basis set",
  "homo_ev": [-9.406, -8.849],
  "homo_lumo_gap_ev": [7.25, 6.06],
  "total_charge": 0,
  "symbols": ["C", "C", "N", "O", "Br", "Br", "H"],
  "xyz": [[0.25, -0.34, -0.85], [-0.16, 0.75, -0.04], [1.13, 0.19, 0.13], [0.18, -1.09, -1.73], [-1.89, -1.45, 1.04], [-1.07, 2.19, 0.50], [1.56, -0.25, 0.95]],
  "nbo_charge": [0.659, 0.065, -0.551, -0.445, -0.488, 0.328, 0.432]
}



Relative energy of each structure, in hartree: run P 0.0000; run Q 0.0148.



Run P
{
  "formula": "C6H16",
  "method": "ωB97M-V with the def2-TZVPD basis set",
  "homo_ev": [-15.368, -15.294],
  "homo_lumo_gap_ev": [12.53, 4.92],
  "total_charge": 1,
  "multiplicity": 2,
  "symbols": ["C", "C", "C", "C", "H", "H", "H", "H", "H", "H", "H", "H", "H", "H", "C", "C", "H", "H", "H", "H", "H", "H"],
  "xyz": [[-0.21, 1.11, -0.63], [-1.28, 1.72, -1.51], [1.11, 1.94, -0.62], [-0.73, 0.82, 0.75], [0.20, 0.19, -1.19], [-0.96, 1.80, -2.56], [-1.57, 2.65, -1.08], [0.87, 3.01, -0.70], [1.68, 1.85, 0.31], [1.77, 1.71, -1.45], [-1.65, 0.26, 0.66], [0.08, 0.19, 1.21], [-0.75, 1.60, 1.49], [-2.14, 1.05, -1.70], [-0.13, -2.72, 1.33], [1.02, -2.23, 0.46], [-0.66, -1.87, 1.79], [-0.82, -3.32, 0.74], [0.32, -3.45, 2.01], [1.28, -2.99, -0.26], [1.90, -1.96, 1.05], [0.66, -1.36, -0.13]],
  "nbo_charge": [-0.140, -0.597, -0.565, -0.610, 0.403, 0.263, 0.270, 0.291, 0.248, 0.249, 0.260, 0.293, 0.293, 0.276, -0.612, -0.577, 0.195, 0.219, 0.240, 0.230, 0.220, 0.151]
}



Run Q
{
  "formula": "C6H16",
  "method": "ωB97M-V with the def2-TZVPD basis set",
  "homo_ev": [-15.143, -14.505],
  "homo_lumo_gap_ev": [12.24, 3.92],
  "total_charge": 1,
  "multiplicity": 2,
  "symbols": ["C", "C", "C", "H", "H", "H", "H", "H", "H", "H", "H", "C", "C", "C", "H", "H", "H", "H", "H", "H", "H", "H"],
  "xyz": [[-1.43, 0.90, -1.13], [-0.90, 1.97, -0.08], [-2.71, 0.26, -0.63], [-0.67, 0.11, -1.16], [-1.63, 1.51, -2.13], [-0.21, 1.28, 0.61], [-0.31, 2.68, -0.40], [-2.62, 0.10, 0.45], [-1.64, 2.24, 0.68], [-2.81, -0.73, -0.98], [-3.67, 0.75, -0.73], [1.46, -1.40, 0.23], [2.16, -0.19, -0.48], [1.45, -1.37, 1.69], [1.95, -2.40, -0.18], [0.39, -1.49, -0.24], [3.25, -0.35, -0.31], [2.13, -0.27, -1.63], [1.51, -2.44, 1.96], [1.70, 0.81, -0.10], [0.50, -1.23, 2.24], [2.10, -0.73, 2.32]],
  "nbo_charge": [-0.392, -0.526, -0.624, 0.201, 0.270, 0.201, 0.207, 0.206, 0.241, 0.219, 0.246, -0.393, -0.637, -0.632, 0.350, 0.346, 0.279, 0.256, 0.308, 0.262, 0.331, 0.279]
}



Relative energy of each structure, in hartree: run P 0.0000; run Q 0.0568.